Record 1
The following is a quantum chemistry calculation of an isolated molecule of C24H31NO6, from the Open Molecules 2025 dataset.

Calculated values
Gap between HOMO and LUMO, eV: 8.39
Charge: 0
Energy above the lowest of the compared OMol25 structures with the same formula, charge and spin, eV: 0.000
Structure (SMILES): CCc1cccc(CC)c1NC(=O)COC(=O)CCc1cc(OC)c(OC)c(OC)c1
Multiplicity: 1
LUMO, eV: 0.6
Highest occupied orbital energy, eV: -7.8
Electronic energy, eV: -39166.1429

Each line ends with the Löwdin charge.
Element x y z (Å)
C1 -1.559 -1.364 3.541  -0.08
H1 -1.423 -2.350 3.099  0.07
H2 -2.610 -1.260 3.801  0.08
H3 -0.971 -1.312 4.454  0.07
C2 -1.143 -0.251 2.574  -0.21
C3 -1.943 -0.321 1.302  -0.17
C4 -3.137 0.377 1.214  -0.05
C5 -3.915 0.306 0.074  -0.07
C6 -3.518 -0.503 -0.973  -0.04
C7 -2.338 -1.235 -0.918  -0.17
C8 -1.537 -1.109 0.220  -0.12
N1 -0.307 -1.810 0.343  0.16
C9 0.743 -1.753 -0.502  -0.42
O1 0.752 -1.195 -1.576  0.09
C10 1.983 -2.478 0.045  -0.04
H4 1.714 -3.357 0.637  0.13
H5 2.636 -2.762 -0.787  0.13
O2 2.679 -1.572 0.897  0.02
C11 3.852 -1.093 0.452  -0.51
O3 4.408 -1.499 -0.533  0.11
C12 4.405 -0.016 1.357  -0.08
H6 4.964 -0.513 2.155  0.13
H7 5.119 0.564 0.770  0.13
C13 3.331 0.881 1.975  -0.13
C14 2.296 1.394 1.003  -0.22
C15 1.131 1.941 1.506  0.01
C16 0.095 2.362 0.674  -0.19
C17 0.225 2.223 -0.712  -0.12
C18 1.453 1.766 -1.227  -0.20
C19 2.465 1.347 -0.372  0.02
H8 3.387 0.989 -0.795  0.10
O4 1.586 1.780 -2.582  -0.09
C20 2.637 1.043 -3.163  -0.06
H9 3.612 1.501 -2.966  0.10
H10 2.633 0.009 -2.809  0.09
H11 2.446 1.060 -4.235  0.10
O5 -0.833 2.555 -1.527  -0.09
C21 -1.107 1.696 -2.619  -0.06
H12 -0.617 2.052 -3.527  0.09
H13 -2.190 1.720 -2.753  0.09
H14 -0.789 0.674 -2.413  0.08
O6 -0.985 2.858 1.346  -0.08
C22 -1.988 3.581 0.666  -0.07
H15 -2.637 2.921 0.086  0.08
H16 -1.560 4.335 0.004  0.10
H17 -2.569 4.068 1.450  0.09
H18 0.985 2.044 2.570  0.13
H19 3.827 1.730 2.454  0.13
H20 2.811 0.327 2.759  0.12
H21 -0.118 -2.159 1.271  0.13
C23 -2.022 -2.188 -2.036  -0.20
C24 -2.175 -3.643 -1.586  -0.08
H22 -1.986 -4.314 -2.420  0.07
H23 -1.474 -3.881 -0.789  0.06
H24 -3.184 -3.821 -1.220  0.08
H25 -2.710 -2.001 -2.863  0.11
H26 -1.009 -2.025 -2.405  0.09
H27 -4.140 -0.582 -1.853  0.11
H28 -4.835 0.867 0.008  0.11
H29 -3.446 0.993 2.045  0.12
H30 -1.325 0.715 3.045  0.11
H31 -0.074 -0.312 2.362  0.09

***

Record 2
The following is a quantum chemistry calculation of an isolated molecule of C9H11NO2 at a distorted geometry, from the Open Molecules 2025 dataset.

Calculated values
Gap between HOMO and LUMO, eV: 9.65
Charge: 0
Energy above the lowest of the compared OMol25 structures with the same formula, charge and spin, eV: 1.557
Structure (SMILES): N[C@@H](Cc1ccccc1)C(=O)O
Multiplicity: 1
LUMO, eV: 0.6
Highest occupied orbital energy, eV: -9.1
Electronic energy, eV: -15095.6280

Each line ends with the Löwdin charge.
Element x y z (Å)
C1 1.974 -0.551 -0.366  -0.32
C2 1.738 0.683 0.408  -0.62
C3 0.719 -0.836 -1.207  -0.08
C4 -0.639 -0.409 -0.565  -0.22
C5 -1.517 -1.299 -0.042  -0.06
C6 -0.962 0.948 -0.630  -0.06
C7 -2.767 -0.977 0.434  -0.09
C8 -2.230 1.323 -0.193  -0.07
C9 -3.096 0.354 0.405  -0.11
H1 3.091 -1.655 0.757  0.09
H2 1.558 -1.453 1.291  0.09
H3 2.631 -0.231 -1.127  0.14
H4 0.687 -0.443 -2.218  0.12
H5 0.727 -1.885 -1.278  0.09
H6 -1.210 -2.328 0.049  0.11
H7 -0.171 1.587 -1.109  0.12
H8 -3.564 -1.630 0.769  0.11
H9 -2.635 2.445 -0.002  0.14
H10 -4.046 0.702 0.794  0.09
H11 1.973 2.544 0.139  0.18
N1 2.109 -1.740 0.461  0.08
O1 1.387 0.698 1.536  0.15
O2 1.972 1.690 -0.380  0.12